No. 1
27
Properties=species:S:1:pos:R:3:mulliken_charge:R:1 method="wB97M-V/def2-TZVPD" smiles="CCC#[PH]C=P#CC(C)(C)C" lumo_ev="-0.5 / -0.4" homo_lumo_gap_ev="6.8418 / 6.8790" e_tot_ev=-28163.6184
P -0.82426 -2.70946 -0.02904 -0.25
P 1.99730 -1.74968 0.17231 0.01
C -0.87886 -1.07996 0.18705 -0.83
C 3.62963 1.27281 -0.05428 -1.39
C -1.63791 0.68161 -1.32583 -1.43
C -3.25123 -0.54565 0.15499 -1.99
C -1.60914 1.06920 1.15076 -1.41
C 1.62594 -0.20087 -0.28927 -0.20
C -1.82903 0.02600 0.04818 2.52
C 0.90575 -3.03825 -0.10746 -0.46
C 2.11768 1.11774 0.14326 0.09
H 1.27913 -4.04938 -0.15092 0.34
H -3.38737 -1.05768 1.10543 0.46
H -2.33163 1.51105 -1.45017 0.42
H -2.33188 1.87729 1.05412 0.42
H 3.21275 -2.35418 -0.15331 0.05
H -3.97639 0.26336 0.08425 0.43
H -0.61860 1.05079 -1.41784 0.25
H 3.89031 1.13433 -1.10389 0.36
H 3.94428 2.26784 0.25669 0.38
H 4.16791 0.53004 0.53723 0.35
H 1.60490 1.88408 -0.44957 0.26
H -0.60838 1.48434 1.07403 0.18
H -1.72073 0.61612 2.13343 0.37
H -3.43526 -1.25592 -0.64811 0.45
H 1.87350 1.30010 1.19575 0.24
H -1.80843 -0.04564 -2.11780 0.38



No. 2
11
Properties=species:S:1:pos:R:3:mulliken_charge:R:1 method="wB97M-V/def2-TZVPD" smiles="C=C=C=N.C=O" lumo_ev=0.0 homo_lumo_gap_ev=8.6696 e_tot_ev=-7762.1221
O -1.14229 -0.23945 0.75485 -0.38
N 0.64919 1.15701 2.79747 -0.66
C 1.36931 0.77706 -0.84111 -0.80
C 0.95306 0.96652 1.62680 0.93
C -0.91593 -1.31606 0.28838 -0.11
C 1.01680 0.95387 0.37057 -0.22
H 1.88557 -0.20999 -1.13069 0.22
H -1.00578 -1.52157 -0.87804 0.22
H 1.23222 1.47270 -1.62430 0.26
H 0.26734 2.12128 3.00747 0.27
H -0.42566 -2.14423 0.85271 0.26



No. 3
15
Properties=species:S:1:pos:R:3:mulliken_charge:R:1 method="wB97M-V/def2-TZVPD" smiles=Cc1c[nH]c(N)c1 lumo_ev=1.0 homo_lumo_gap_ev=8.6844 e_tot_ev=-8294.8895
N 0.81589 -1.10716 0.67101 -0.04
N -0.68953 -0.92796 2.49102 -0.59
C -0.78429 0.37324 0.26862 -0.79
C -0.31002 -0.53112 1.18906 0.23
C 0.10381 0.34280 -0.85593 0.90
C 0.01960 1.17990 -2.09727 -1.12
C 1.07590 -0.57972 -0.57238 -0.90
H -0.00822 2.25096 -1.86475 0.28
H 1.23526 -1.92829 1.07451 0.24
H -1.65150 1.01353 0.38188 0.35
H -0.10949 -0.45725 3.17921 0.24
H 0.88804 1.00445 -2.74141 0.31
H -1.65553 -0.70380 2.69236 0.26
H -0.87941 0.94809 -2.68014 0.26
H 1.94950 -0.87767 -1.13580 0.37